one:
{
  "formula": "C3H13N4",
  "method": "ωB97M-V/def2-TZVPD",
  "homo_energy_ev": [-12.379, -11.457],
  "charge": 1,
  "gap_ev": [8.71, 6.29],
  "symbols": ["C", "C", "C", "N", "N", "N", "N", "H", "H", "H", "H", "H", "H", "H", "H", "H", "H", "H", "H", "H"],
  "xyz": [[-0.2017, -0.9872, -0.7306], [2.1403, -1.0288, 0.3766], [0.9739, -0.3112, -0.2829], [1.1843, 0.9644, -0.4200], [-0.0674, 3.2864, -0.8197], [-2.3332, -1.1925, 0.5601], [-2.2843, -2.2060, 1.3704], [-0.6930, -0.4590, -1.5679], [-0.1444, -2.0982, -0.6588], [-2.9597, -1.3943, -0.3590], [2.8554, -1.3719, -0.3627], [1.6937, -1.8918, 0.8908], [2.6238, -0.2265, 1.0921], [0.1836, 4.1204, -0.1008], [1.9915, 1.3299, 0.0727], [-0.1246, 3.7150, -1.7741], [-1.0588, 3.1730, -0.5215], [-2.5508, -3.1542, 1.0154], [0.5961, 1.7701, -0.6455], [-1.8013, -1.9412, 2.2983]]
}

two:
{
  "formula": "C3H13N4",
  "method": "ωB97M-V/def2-TZVPD",
  "homo_energy_ev": -13.284,
  "smiles": "CN[N@H+](C)NCN",
  "charge": 1,
  "gap_ev": 10.29,
  "symbols": ["C", "C", "C", "N", "N", "N", "N", "H", "H", "H", "H", "H", "H", "H", "H", "H", "H", "H", "H", "H"],
  "xyz": [[1.9170, 1.4499, 0.3380], [1.0026, -1.9250, 0.0123], [-1.6662, 0.5219, 0.2518], [-2.9188, 0.7518, -0.3401], [0.9551, 0.5881, -0.4124], [-0.9774, -0.7422, -0.1277], [0.3939, -0.5806, 0.2477], [1.5484, 1.2861, 1.4413], [2.9687, 1.1142, 0.2505], [1.8594, 2.4929, 0.0557], [0.7840, -2.2010, -1.0398], [2.1190, -1.9522, 0.0292], [0.5124, -2.7651, 0.5125], [-0.8744, 1.3371, -0.2052], [-1.8484, 0.7768, 1.3428], [-2.9977, 0.7048, -1.3061], [-3.6710, 0.1411, -0.0183], [1.5722, 0.3667, -1.2651], [-1.2576, -0.9542, -1.0309], [0.5789, -0.4111, 1.2639]]
}

Which one sits at the top of the stability order? one does.

one:
{
  "formula": "CHNOS",
  "method": "ωB97M-V/def2-TZVPD",
  "homo_energy_ev": [-8.422, -8.376],
  "gap_ev": [7.27, 7.28],
  "symbols": ["C", "N", "O", "S", "H"],
  "xyz": [[1.3238, 1.9322, -2.1553], [0.5869, -0.3202, 0.5402], [1.4285, 1.9230, -3.2840], [1.7014, -0.2240, -0.5007], [0.7289, -0.2478, 1.6047]]
}

two:
{
  "formula": "CHNOS",
  "method": "ωB97M-V/def2-TZVPD",
  "homo_energy_ev": [-9.936, -9.936],
  "gap_ev": [7.76, 7.76],
  "symbols": ["C", "N", "O", "S", "H"],
  "xyz": [[-1.0142, 0.1055, 0.3080], [0.5826, -1.1857, -0.1050], [1.0035, 1.0100, -1.3723], [0.5530, 0.2846, -0.2542], [-1.1249, -0.2144, 1.4235]]
}

three:
{
  "formula": "CHNOS",
  "method": "ωB97M-V/def2-TZVPD",
  "homo_energy_ev": -10.166,
  "gap_ev": 8.06,
  "symbols": ["C", "N", "O", "S", "H"],
  "xyz": [[-0.3916, 1.0912, -0.2377], [0.1286, -1.1183, -0.8381], [1.3751, -0.3867, 1.3654], [0.2883, -0.3539, 0.4573], [-1.4004, 0.7677, -0.7469]]
}

Which one sits at the top of the stability order? one does.

one:
{
  "formula": "H3OP",
  "method": "ωB97M-V/def2-TZVPD",
  "homo_energy_ev": -9.495,
  "smiles": "OP",
  "gap_ev": 10.07,
  "symbols": ["O", "P", "H", "H", "H"],
  "xyz": [[1.0026, 0.4251, 0.0185], [-0.6842, 0.5094, 0.1278], [1.5507, 0.8688, 0.7646], [-0.4750, 0.3279, -1.1661], [-0.8343, -0.8941, 0.6258]]
}

two:
{
  "formula": "H3OP",
  "method": "ωB97M-V/def2-TZVPD",
  "homo_energy_ev": -9.622,
  "gap_ev": 10.33,
  "symbols": ["O", "P", "H", "H", "H"],
  "xyz": [[0.7386, 0.4828, 0.5248], [-0.7090, -0.0255, 0.0030], [0.7395, 0.7700, 1.3468], [-0.3763, 0.4445, -1.3082], [-0.3928, -1.6718, -0.5665]]
}

Which one sits at the top of the stability order? one does.

one:
{
  "formula": "C17H19N3O4S",
  "method": "ωB97M-V/def2-TZVPD",
  "homo_energy_ev": -8.969,
  "smiles": "CC(=O)Nc1ccc(S(=O)(=O)NNC(=O)CCc2ccccc2)cc1",
  "gap_ev": 9.35,
  "symbols": ["C", "C", "O", "N", "C", "C", "C", "C", "C", "C", "H", "H", "S", "O", "O", "N", "N", "C", "O", "C", "H", "H", "C", "C", "C", "C", "C", "C", "C", "H", "H", "H", "H", "H", "H", "H", "H", "H", "H", "H", "H", "H", "H", "H"],
  "xyz": [[-4.7228, -3.9652, -0.1012], [-4.6276, -2.4572, -0.1889], [-5.4932, -1.7599, -0.6563], [-3.4465, -1.9872, 0.3300], [-2.9853, -0.6776, 0.4170], [-3.6975, 0.4070, -0.0973], [-3.1726, 1.6803, 0.0035], [-1.9535, 1.8715, 0.6226], [-1.2432, 0.8130, 1.1536], [-1.7581, -0.4627, 1.0502], [-1.2092, -1.3015, 1.4547], [-0.3041, 1.0075, 1.6472], [-1.2364, 3.5034, 0.6426], [-0.1024, 3.5119, 1.5238], [-2.2524, 4.4959, 0.7858], [-0.5511, 3.7210, -0.9160], [0.5826, 2.9188, -1.0619], [0.4530, 1.6169, -1.4421], [-0.5847, 1.2064, -1.9239], [1.6979, 0.7673, -1.3141], [2.2514, 0.8340, -2.2542], [1.3566, -0.2661, -1.2181], [2.6197, 1.1262, -0.1402], [3.5786, -0.0060, 0.1119], [3.2109, -1.0662, 0.9307], [4.0724, -2.1280, 1.1393], [5.3142, -2.1443, 0.5271], [5.6886, -1.0938, -0.2926], [4.8249, -0.0326, -0.4993], [5.1234, 0.7865, -1.1381], [6.6566, -1.1001, -0.7717], [5.9883, -2.9719, 0.6904], [3.7764, -2.9438, 1.7827], [2.2434, -1.0538, 1.4130], [3.1830, 2.0330, -0.3680], [2.0218, 1.3027, 0.7568], [1.3220, 3.2183, -0.4424], [-1.2180, 3.5030, -1.6499], [-3.7015, 2.5346, -0.3877], [-4.6465, 0.2394, -0.5779], [-2.8131, -2.6811, 0.7037], [-3.9130, -4.4257, -0.6633], [-4.6600, -4.2879, 0.9360], [-5.6730, -4.2862, -0.5174]]
}

two:
{
  "formula": "C17H19N3O4S",
  "method": "ωB97M-V/def2-TZVPD",
  "homo_energy_ev": -9.092,
  "smiles": "N#CO[C@H]1OC(=O)O[C@H]1CCCS.c1ccncc1.c1ccncc1",
  "gap_ev": 9.59,
  "symbols": ["N", "C", "O", "C", "O", "C", "O", "O", "C", "C", "C", "C", "S", "H", "H", "H", "H", "H", "H", "H", "H", "H", "N", "C", "C", "C", "C", "C", "H", "H", "H", "H", "H", "N", "C", "C", "C", "C", "C", "H", "H", "H", "H", "H"],
  "xyz": [[-3.4607, 0.6400, 4.2381], [-3.9102, -0.3210, 3.7888], [-4.2673, -1.4089, 3.1839], [-3.6751, -2.5628, 3.7686], [-4.4013, -3.7374, 3.5119], [-3.4964, -4.7554, 3.5455], [-3.7230, -5.8970, 3.3560], [-2.2499, -4.2563, 3.8353], [-2.2438, -2.8997, 3.3852], [-1.8894, -2.7308, 1.9218], [-0.4022, -2.9614, 1.5549], [0.4277, -3.7107, 2.5917], [2.1076, -3.8846, 1.9215], [-3.6784, -2.4269, 4.8570], [-1.5938, -2.2518, 3.9738], [-2.5442, -3.3742, 1.3272], [-2.1489, -1.7082, 1.6426], [-0.3791, -3.5606, 0.6433], [0.0551, -2.0038, 1.3108], [0.0013, -4.6987, 2.7519], [0.4651, -3.2228, 3.5636], [2.8292, -3.9867, 3.0447], [0.8424, -0.3386, -0.4963], [0.7634, 0.9817, -0.6618], [1.7462, 1.7396, -1.2782], [2.8771, 1.0932, -1.7485], [2.9775, -0.2786, -1.5837], [1.9366, -0.9450, -0.9552], [-0.1369, 1.4505, -0.2790], [1.6280, 2.8068, -1.3928], [3.6646, 1.6520, -2.2373], [3.8431, -0.8238, -1.9343], [1.9737, -2.0189, -0.8058], [1.8217, 4.0889, -3.8973], [1.5811, 4.1852, -5.2033], [1.2650, 5.3750, -5.8414], [1.1920, 6.5307, -5.0813], [1.4381, 6.4491, -3.7205], [1.7481, 5.2100, -3.1817], [1.6460, 3.2581, -5.7622], [1.0812, 5.3924, -6.9068], [0.9474, 7.4794, -5.5416], [1.3915, 7.3253, -3.0886], [1.9497, 5.1067, -2.1203]]
}

Which one sits at the top of the stability order? one does.